77
Properties=species:S:1:pos:R:3:forces:R:3 method="wB97M-V/def2-TZVPD" lumo_energy_ev=0.08 orbital_gap_ha=0.269 e_homo_ev=-7.3 energy_ha=-4487.1433 largest_force_ev_per_a=0.65
H -0.0447 -1.3717 -4.0782 0.0 0.0 0.1
H -1.6309 -2.9492 -4.9903 0.0 0.0 0.0
C -1.5602 -4.0580 -1.8132 0.0 0.1 0.1
C 2.4799 -1.5176 2.8129 0.1 0.0 -0.1
H -2.0006 -1.7947 0.4164 0.1 -0.1 0.0
Pt 0.9761 -0.9436 0.4151 0.2 0.3 0.4
H 4.0486 -0.0537 -1.2030 0.0 0.0 0.0
H 1.2814 -0.0066 -4.9689 0.0 0.0 0.0
H 0.3992 0.9506 -3.7812 0.0 0.0 0.0
H -5.5155 1.6009 1.1265 0.0 0.0 0.0
C -0.3095 2.2729 1.5645 0.0 0.0 0.0
H -3.1780 2.3036 0.8346 0.0 0.0 0.0
H -2.6593 -4.7011 -3.5397 0.0 0.0 0.0
H -2.5892 0.9323 -1.9457 0.0 0.0 0.0
H -2.7412 2.2832 -3.9931 0.0 0.0 0.0
C -1.8897 2.4036 -3.3361 0.0 0.0 0.0
H 0.9822 4.1703 -3.0429 0.0 0.0 0.0
N 1.1948 -1.1771 2.4590 0.0 0.1 0.2
H -1.1955 -0.1868 4.4734 0.0 0.0 0.0
O 3.3381 -2.0325 6.3153 0.0 0.0 0.0
H -1.9424 -4.8155 -1.1404 0.0 0.0 0.0
H 0.7318 1.1307 3.0538 0.0 0.0 0.0
H 3.5106 -2.5193 -2.6253 0.0 0.0 0.0
H -1.3857 -0.5553 2.7556 0.0 0.0 0.0
C -0.7128 1.7906 -1.3312 0.2 -0.1 0.0
H -1.5110 -1.8478 3.9430 0.0 0.0 0.0
H -6.1091 -0.7980 1.0646 0.0 0.0 0.0
C 0.3111 2.0885 2.7942 0.1 0.1 0.0
C 0.1994 3.4623 -2.8033 0.0 0.1 0.0
H -1.2405 3.7165 0.2619 0.0 0.0 0.0
C -0.6418 -3.1577 -1.3157 0.1 -0.2 -0.1
C 1.3801 0.5485 -4.0332 0.0 0.0 0.0
C -0.4512 -2.1251 -3.4201 -0.1 0.1 0.0
O 4.6289 -2.0914 2.0674 0.0 0.0 0.0
C -0.7756 3.5420 1.2236 -0.1 0.0 0.1
H 0.9394 2.9918 4.6314 0.0 0.0 0.0
C 3.0692 -1.9044 -3.4121 0.1 0.1 0.0
C -0.0491 -2.1299 -2.0686 0.0 0.0 0.1
C 0.4439 3.1474 3.6817 0.0 0.0 0.0
C -4.0928 -1.4455 0.7337 0.0 0.0 0.0
C -1.8016 1.6371 -2.1795 0.0 0.0 0.0
C -5.0788 -0.4927 0.9353 0.0 0.0 0.0
Si 2.0940 -0.5084 -2.6416 -0.2 -0.3 0.2
H 2.0436 1.3931 -4.2318 0.0 0.0 0.0
H 3.6989 1.3093 -2.2912 0.1 0.0 0.0
H 3.8841 -1.5010 -4.0205 0.0 0.0 0.0
H 1.1443 2.8314 -0.9940 0.0 0.0 0.0
C 3.2558 0.5571 -1.6332 0.0 0.0 0.0
N 0.8766 -1.2218 -1.5758 0.3 0.4 -0.4
C 0.4680 -1.1684 3.5691 0.1 0.0 0.0
C 3.6136 -2.0149 5.1373 0.0 0.0 0.0
C 0.2942 2.6972 -1.6524 0.0 0.1 0.0
N 1.2712 -1.4442 4.6137 0.0 0.0 0.0
C 3.4763 -1.7835 1.7368 0.1 0.0 0.1
H 0.0712 5.2298 4.0334 0.0 0.0 0.0
C -1.9434 -3.9956 -3.1414 0.0 0.0 -0.1
F -0.2755 -3.3552 -0.0111 0.0 0.1 0.0
H 2.4603 -2.5454 -4.0522 0.0 0.0 0.0
C -4.7458 0.8560 0.9711 0.0 0.0 0.0
H -4.3466 -2.4971 0.6996 0.0 0.0 0.0
C 2.5467 -1.6685 4.1615 -0.1 -0.1 0.0
H -0.9666 3.9137 -4.5460 0.0 0.0 0.0
C -3.4272 1.2496 0.8051 0.0 0.0 0.0
H -1.0085 5.5793 1.8348 0.0 0.0 0.0
As -0.5780 0.7991 0.3266 -0.5 -0.3 -0.3
H 2.7714 1.0722 -0.8019 0.0 0.0 0.0
H 4.8013 -2.2131 3.6298 0.0 0.0 0.0
C -0.0378 4.4025 3.3444 0.0 0.0 0.0
C -0.9881 -0.9228 3.6958 0.0 0.0 0.0
C -1.3656 -3.0213 -3.9432 0.0 -0.1 0.1
C -2.4339 0.2938 0.6067 0.0 0.1 0.0
C -0.8951 3.3184 -3.6451 0.0 0.0 0.0
O 4.7963 -2.2793 4.6440 0.0 0.0 0.0
C -0.6430 4.5990 2.1116 0.0 0.0 0.0
C -2.7700 -1.0526 0.5721 0.0 0.0 -0.1
H 1.0241 -1.5132 5.5900 0.0 0.0 0.0
O 3.0253 -1.6930 0.5560 -0.4 -0.3 -0.2